No. 1
This record from OMol25 describes a molecular structure, C38H49BCaF11N6O4S3 in a non-equilibrium geometry. The level of theory is the ωB97M-V functional and the def2-TZVPD basis.

charge = -1
calculated total energy = -5102.69358 Eh
frontier orbital gap = 6.66 eV
relative energy (zero: lowest compared OMol25 entry of this formula, charge and spin) = 0.000 eV
LUMO = 0.0833 Ha

Last column: natural (NBO) charge in e.
Geometry (Å):
Ca (0.05, -0.08, 1.35)  1.69
N (1.21, 3.35, 1.06)  -0.83
C (2.61, 3.09, 1.39)  -0.24
C (3.13, 1.77, 0.82)  -0.23
N (2.59, 0.60, 1.52)  -0.70
C (3.41, -0.60, 1.30)  -0.23
C (2.92, -1.77, 2.14)  -0.24
N (1.57, -2.16, 1.73)  -0.91
H (0.95, 4.28, 1.35)  0.36
H (0.61, 2.74, 1.60)  0.36
H (2.80, 3.11, 2.47)  0.19
H (3.22, 3.88, 0.95)  0.19
H (4.22, 1.79, 0.90)  0.17
H (2.87, 1.70, -0.24)  0.21
H (2.61, 0.81, 2.51)  0.37
H (4.47, -0.39, 1.51)  0.17
H (3.33, -0.87, 0.24)  0.21
H (2.91, -1.50, 3.20)  0.20
H (3.64, -2.59, 2.02)  0.19
H (1.03, -2.45, 2.53)  0.39
H (1.58, -2.93, 1.07)  0.40
F (-7.04, 1.35, 4.59)  -0.30
C (-6.05, 0.79, 3.88)  0.24
C (-4.88, 1.48, 3.63)  0.27
F (-4.73, 2.73, 4.11)  -0.30
C (-3.86, 0.89, 2.90)  0.29
F (-2.75, 1.62, 2.73)  -0.32
C (-3.95, -0.39, 2.37)  -0.26
S (-2.72, -1.13, 1.38)  -0.52
C (-5.15, -1.05, 2.64)  0.35
F (-5.35, -2.29, 2.17)  -0.31
C (-6.17, -0.49, 3.37)  0.24
F (-7.30, -1.18, 3.60)  -0.30
F (-1.22, 1.97, 5.75)  -0.30
C (-1.08, 0.66, 5.57)  0.74
F (-0.64, 0.11, 6.69)  -0.30
F (-2.24, 0.12, 5.25)  -0.29
S (0.15, 0.35, 4.21)  2.25
O (-0.01, 1.42, 3.24)  -1.00
O (-0.21, -0.93, 3.65)  -0.97
N (1.54, 0.28, 4.86)  -1.25
S (2.33, 1.44, 5.60)  2.26
O (2.06, 1.49, 7.00)  -0.91
O (2.39, 2.64, 4.83)  -0.93
C (4.01, 0.68, 5.45)  0.72
F (4.00, -0.63, 5.69)  -0.31
F (4.50, 0.87, 4.21)  -0.32
F (4.82, 1.27, 6.32)  -0.31
C (2.11, 3.58, -2.42)  -0.61
C (1.18, 2.66, -3.21)  -0.25
C (1.42, 2.80, -4.71)  -0.59
C (-0.28, 2.90, -2.86)  -0.03
C (-0.81, 4.19, -2.98)  -0.22
C (-2.13, 4.44, -2.67)  -0.22
C (-2.94, 3.40, -2.24)  -0.22
C (-2.46, 2.11, -2.11)  -0.02
C (-3.39, 0.99, -1.69)  -0.26
C (-4.32, 1.40, -0.55)  -0.59
C (-4.20, 0.50, -2.89)  -0.59
C (-1.11, 1.86, -2.43)  0.25
N (-0.63, 0.52, -2.44)  -0.74
B (-0.08, -0.28, -1.34)  0.06
N (0.31, -1.48, -2.11)  -0.75
C (0.00, -1.36, -3.46)  -0.12
C (-0.56, -0.15, -3.66)  -0.11
C (0.95, -2.65, -1.61)  0.26
C (0.17, -3.65, -0.99)  -0.02
C (0.81, -4.78, -0.49)  -0.24
C (2.19, -4.93, -0.57)  -0.23
C (2.93, -3.95, -1.20)  -0.23
C (2.34, -2.81, -1.75)  -0.03
C (3.28, -1.91, -2.54)  -0.24
C (2.95, -0.43, -2.65)  -0.61
C (3.48, -2.49, -3.94)  -0.59
C (-1.34, -3.54, -0.93)  -0.26
C (-1.95, -4.29, 0.26)  -0.61
C (-1.96, -4.06, -2.23)  -0.59
H (3.15, 3.34, -2.64)  0.19
H (1.94, 3.48, -1.35)  0.24
H (1.95, 4.63, -2.69)  0.19
H (1.40, 1.64, -2.93)  0.24
H (1.25, 3.83, -5.04)  0.19
H (0.76, 2.15, -5.29)  0.21
H (2.45, 2.54, -4.96)  0.20
H (-0.17, 5.00, -3.31)  0.20
H (-2.53, 5.44, -2.77)  0.20
H (-3.98, 3.60, -2.01)  0.20
H (-2.78, 0.15, -1.34)  0.25
H (-5.07, 2.12, -0.88)  0.18
H (-3.76, 1.83, 0.29)  0.22
H (-4.84, 0.51, -0.18)  0.22
H (-4.84, 1.31, -3.28)  0.19
H (-4.85, -0.33, -2.60)  0.21
H (-3.55, 0.17, -3.70)  0.21
H (0.18, -2.15, -4.17)  0.21
H (-0.94, 0.28, -4.58)  0.21
H (0.22, -5.56, -0.02)  0.22
H (2.67, -5.80, -0.15)  0.21
H (4.01, -4.06, -1.28)  0.20
H (4.25, -1.99, -2.02)  0.19
H (2.20, -0.25, -3.42)  0.22
H (3.86, 0.12, -2.94)  0.20
H (2.57, 0.00, -1.73)  0.22
H (2.55, -2.46, -4.50)  0.21
H (3.82, -3.53, -3.91)  0.20
H (4.23, -1.91, -4.49)  0.20
H (-1.59, -2.49, -0.83)  0.25
H (-1.89, -5.38, 0.11)  0.18
H (-2.99, -4.02, 0.36)  0.24
H (-1.46, -4.05, 1.20)  0.21
H (-1.68, -5.10, -2.40)  0.19
H (-1.64, -3.47, -3.09)  0.21
H (-3.05, -4.00, -2.17)  0.21



No. 2
This record from OMol25 describes 10 unconnected molecules or ions with the total composition C38H49F27O22S in a non-equilibrium geometry. The level of theory is the ωB97M-V functional and the def2-TZVPD basis.

SMILES = CCOC(=O)C(F)(F)F.CCOC(=O)C(F)(F)F.CCOC(=O)C(F)(F)F.CCOC(=O)C(F)(F)F.CCOC(=O)C(F)(F)F.CCOC(=O)C(F)(F)F.CCOC(=O)C(F)(F)F.CCOC(=O)C(F)(F)F.CCOC(=O)C(F)(F)F.O=S1(=O)OCCO1
calculated total energy = -6227.38864 Eh
frontier orbital gap = 11.38 eV
relative energy (zero: lowest compared OMol25 entry of this formula, charge and spin) = 0.000 eV
LUMO = 0.0081 Ha

Last column: Löwdin charge in e.
Geometry (Å):
C (-1.01, 1.57, 3.13)  -0.05
C (-0.73, 1.15, 4.56)  -0.21
O (-0.59, 2.31, 5.36)  0.04
C (-0.69, 2.12, 6.67)  -0.41
O (-0.83, 1.08, 7.23)  0.19
C (-0.56, 3.43, 7.46)  -0.55
F (0.36, 3.32, 8.41)  0.18
F (-0.25, 4.48, 6.69)  0.16
F (-1.75, 3.68, 8.05)  0.16
H (-1.26, 0.71, 2.52)  0.06
H (-0.15, 2.09, 2.70)  0.07
H (-1.80, 2.32, 3.06)  0.08
H (0.14, 0.49, 4.53)  0.14
H (-1.56, 0.53, 4.91)  0.12
C (5.98, 2.69, -3.30)  -0.05
C (4.48, 2.76, -3.49)  -0.20
O (4.00, 1.63, -4.23)  0.01
C (4.04, 1.67, -5.54)  -0.40
O (4.48, 2.55, -6.21)  0.18
C (3.30, 0.46, -6.15)  -0.54
F (2.49, 0.87, -7.12)  0.18
F (4.17, -0.40, -6.68)  0.16
F (2.59, -0.19, -5.22)  0.16
H (6.50, 2.81, -4.25)  0.08
H (6.26, 1.72, -2.90)  0.06
H (6.31, 3.45, -2.60)  0.08
H (4.14, 3.67, -3.98)  0.13
H (4.00, 2.77, -2.51)  0.11
C (-4.78, 5.27, 1.56)  -0.06
C (-3.34, 5.21, 1.96)  -0.19
O (-2.62, 4.17, 1.26)  0.02
C (-2.16, 4.48, 0.07)  -0.41
O (-2.23, 5.54, -0.46)  0.18
C (-1.52, 3.25, -0.62)  -0.54
F (-0.82, 2.51, 0.24)  0.16
F (-2.50, 2.49, -1.13)  0.15
F (-0.71, 3.65, -1.59)  0.19
H (-4.91, 5.44, 0.49)  0.09
H (-5.23, 6.14, 2.03)  0.09
H (-5.36, 4.38, 1.79)  0.07
H (-3.22, 4.97, 3.02)  0.13
H (-2.81, 6.16, 1.83)  0.13
C (4.07, -1.65, 1.10)  -0.04
C (3.34, -1.81, 2.41)  -0.15
O (2.70, -3.12, 2.39)  0.06
C (1.42, -3.15, 2.14)  -0.40
O (0.72, -2.25, 1.77)  0.15
C (0.81, -4.55, 2.33)  -0.53
F (0.19, -4.90, 1.18)  0.14
F (1.71, -5.49, 2.61)  0.18
F (-0.11, -4.54, 3.30)  0.16
H (3.38, -1.61, 0.26)  0.05
H (4.78, -2.46, 0.97)  0.08
H (4.61, -0.70, 1.09)  0.08
H (2.55, -1.08, 2.54)  0.11
H (4.05, -1.84, 3.23)  0.13
C (-5.07, 1.20, -5.40)  -0.05
C (-4.04, 0.64, -4.43)  -0.20
O (-2.89, 0.14, -5.13)  0.04
C (-2.64, -1.15, -5.19)  -0.41
O (-3.31, -2.02, -4.74)  0.17
C (-1.38, -1.45, -6.03)  -0.55
F (-0.58, -2.30, -5.36)  0.17
F (-1.75, -2.07, -7.16)  0.17
F (-0.69, -0.37, -6.35)  0.18
H (-5.30, 0.53, -6.22)  0.08
H (-4.76, 2.16, -5.79)  0.08
H (-6.00, 1.35, -4.84)  0.08
H (-4.46, -0.03, -3.68)  0.10
H (-3.62, 1.50, -3.90)  0.12
C (2.90, 2.22, 1.21)  -0.04
C (4.17, 2.31, 2.03)  -0.17
O (3.93, 3.03, 3.26)  0.05
C (3.58, 2.31, 4.30)  -0.40
O (3.40, 1.13, 4.33)  0.16
C (3.35, 3.18, 5.56)  -0.53
F (2.09, 3.01, 5.97)  0.16
F (4.17, 2.78, 6.53)  0.18
F (3.55, 4.48, 5.34)  0.18
H (2.00, 1.82, 1.68)  0.07
H (3.09, 1.46, 0.43)  0.07
H (2.71, 3.14, 0.66)  0.09
H (4.94, 2.83, 1.47)  0.13
H (4.53, 1.32, 2.29)  0.10
C (-2.13, -6.25, 2.32)  -0.05
C (-3.25, -5.33, 2.72)  -0.20
O (-2.80, -3.99, 2.68)  0.04
C (-3.66, -3.02, 2.81)  -0.41
O (-4.85, -3.13, 2.77)  0.17
C (-2.98, -1.64, 2.92)  -0.53
F (-2.80, -1.13, 1.68)  0.13
F (-3.74, -0.81, 3.62)  0.17
F (-1.78, -1.71, 3.50)  0.18
H (-1.29, -6.14, 3.01)  0.07
H (-1.74, -5.91, 1.36)  0.08
H (-2.46, -7.28, 2.25)  0.09
H (-3.69, -5.60, 3.70)  0.14
H (-4.15, -5.43, 2.09)  0.13
C (-4.72, 1.05, 0.99)  -0.05
C (-5.66, 0.55, -0.08)  -0.17
O (-5.69, -0.89, -0.11)  0.06
C (-4.75, -1.48, -0.82)  -0.39
O (-3.86, -0.93, -1.40)  0.15
C (-4.88, -3.01, -0.82)  -0.54
F (-3.80, -3.51, -0.20)  0.17
F (-5.98, -3.42, -0.19)  0.18
F (-4.91, -3.48, -2.07)  0.18
H (-4.67, 2.13, 1.01)  0.07
H (-3.72, 0.65, 0.82)  0.06
H (-5.05, 0.72, 1.97)  0.09
H (-5.40, 0.95, -1.06)  0.12
H (-6.70, 0.83, 0.11)  0.13
C (5.48, -1.08, -3.32)  -0.05
C (5.77, -2.55, -3.58)  -0.18
O (4.57, -3.31, -3.41)  0.05
C (4.29, -3.68, -2.18)  -0.41
O (4.99, -3.57, -1.22)  0.16
C (2.96, -4.44, -2.08)  -0.54
F (2.24, -4.44, -3.19)  0.19
F (3.28, -5.72, -1.79)  0.15
F (2.24, -3.98, -1.06)  0.16
H (4.61, -0.76, -3.88)  0.06
H (6.38, -0.51, -3.54)  0.08
H (5.35, -0.93, -2.25)  0.09
H (6.56, -2.88, -2.90)  0.12
H (6.13, -2.72, -4.59)  0.13
O (1.97, 1.22, -2.05)  -0.21
S (1.46, -0.07, -1.75)  0.58
O (2.33, -1.19, -1.64)  -0.22
O (0.57, -0.01, -0.45)  -0.20
C (-0.58, -0.85, -0.60)  -0.15
C (-0.98, -0.62, -2.05)  -0.15
O (0.27, -0.45, -2.75)  -0.17
H (-0.36, -1.89, -0.37)  0.13
H (-1.30, -0.45, 0.11)  0.11
H (-1.65, 0.21, -2.25)  0.11
H (-1.46, -1.51, -2.46)  0.13